(1)
Molecular formula: C27H68BFN18O33PS
Method: DFT, ωB97M-V/def2-TZVPD

Atoms and positions in Å:
C  4.380377  -4.341057  0.582735
C  4.328248  -2.924759  -0.179054
C  3.014150  -2.674455  -1.075157
C  1.742749  -3.582068  -0.697180
N  0.495053  -2.824577  -1.029375
C  -0.509779  -2.834015  0.063177
P  -1.206188  -4.631643  -0.090336
S  -1.439651  -4.978762  -2.022899
O  -0.147362  -2.403663  1.393637
B  0.139581  -0.959701  1.357547
C  -0.296260  -0.002961  2.615710
C  0.048747  1.559233  2.390883
C  0.740640  2.168695  1.081988
N  -0.305269  2.419360  3.353436
O  1.627229  -0.915036  1.198228
C  2.113086  -1.783486  2.217711
N  2.527490  -2.525513  3.087928
O  -0.721541  -0.505905  0.243777
C  -1.526159  -1.603939  -0.307199
C  -2.903701  -1.969174  0.431767
C  -3.714795  -0.676120  0.979848
F  -3.779654  -2.659827  -0.527119
H  5.487947  -4.668591  0.628452
H  4.042527  -4.183501  1.677089
H  3.821297  -5.191372  0.065877
H  5.261214  -2.835762  -0.865235
H  4.449593  -2.079551  0.596621
H  3.307885  -2.906970  -2.171315
H  2.790608  -1.536849  -1.028514
H  1.771046  -4.497068  -1.412996
H  1.689452  -3.912618  0.395669
H  0.680140  -1.883166  -1.397548
H  -0.173987  -5.554485  0.352343
H  -2.414059  -4.820681  0.653050
H  0.154634  -0.319728  3.632340
H  -1.446630  -0.035672  2.769512
H  -0.031049  2.333311  0.236669
H  1.613409  1.560012  0.665379
H  1.166986  3.223799  1.305414
H  -0.015576  3.380413  3.059422
H  -1.702414  -1.401379  -1.421579
H  -2.805907  -2.678218  1.321139
H  -3.511377  0.253840  0.333922
H  -3.456908  -0.455574  2.071547
H  -4.850067  -0.900905  0.960244
C  -7.517054  -2.141630  3.125109
N  -6.046146  -2.341791  3.103568
O  -5.366890  -1.585470  3.789372
O  -5.622888  -3.249781  2.398193
H  -7.748611  -1.307949  3.785809
H  -7.830450  -1.923682  2.105040
H  -7.972339  -3.060808  3.491968
C  3.901217  2.011706  4.210598
N  4.136181  2.935513  3.070719
O  4.964097  3.823691  3.226689
O  3.481694  2.737612  2.061344
H  4.545763  2.303365  5.037907
H  2.852437  2.096029  4.490842
H  4.140764  1.003678  3.872061
C  7.414963  1.998962  0.629352
N  6.475537  0.916209  1.020789
O  6.321394  0.711592  2.215404
O  5.925904  0.310030  0.115606
H  7.827990  2.449081  1.530062
H  8.199697  1.549440  0.029698
H  6.849094  2.732876  0.056067
C  -6.454198  2.346527  1.229318
N  -7.506912  1.535170  1.894829
O  -7.772816  0.448576  1.403681
O  -8.029349  2.015754  2.888959
H  -6.079382  1.798413  0.366783
H  -6.909121  3.286671  0.920286
H  -5.659714  2.511016  1.956915
C  -3.684640  -6.892603  -5.490214
N  -2.212952  -7.092978  -5.534895
O  -1.527583  -6.336499  -4.871546
O  -1.800448  -8.006802  -6.237269
H  -3.904461  -6.053238  -4.831915
H  -4.018903  -6.684577  -6.506192
H  -4.129615  -7.810247  -5.107038
C  6.391846  -8.754732  -0.501311
N  6.052033  -7.335144  -0.221492
O  5.331506  -6.763716  -1.024987
O  6.521666  -6.847834  0.794746
H  5.909370  -9.054531  -1.430221
H  7.475644  -8.821744  -0.590186
H  6.025461  -9.351017  0.333723
C  0.258212  2.413279  7.226759
N  1.733589  2.232401  7.207107
O  2.403575  2.985947  7.901000
O  2.168481  1.341949  6.496295
H  0.014979  3.234242  7.895956
H  -0.059678  2.637973  6.207642
H  -0.182276  1.482260  7.582411
C  2.854196  4.396030  -1.905254
N  1.628418  5.233267  -1.826167
O  1.559047  6.204157  -2.569300
O  0.780297  4.888989  -1.023964
H  3.519202  4.817648  -2.657230
H  3.324898  4.408802  -0.922204
H  2.546380  3.388491  -2.183477
C  1.504331  7.060867  -5.716013
N  1.812999  5.900475  -6.592279
O  1.869227  4.799840  -6.066872
O  1.988140  6.135660  -7.778558
H  1.373863  6.705809  -4.694360
H  2.343518  7.752857  -5.779470
H  0.586426  7.516766  -6.085861
C  -3.357740  2.745717  -2.397888
N  -4.730061  2.797252  -1.829459
O  -5.030087  3.782526  -1.169208
O  -5.460855  1.846643  -2.063368
H  -2.824647  3.650699  -2.110081
H  -2.866374  1.862272  -1.989900
H  -3.451135  2.680454  -3.484426
C  -2.872521  0.181937  -6.295086
N  -3.202652  1.611615  -6.061718
O  -3.896458  2.172258  -6.896169
O  -2.753255  2.123733  -5.046501
H  -3.334819  -0.136848  -7.227089
H  -1.788459  0.100852  -6.355277
H  -3.266605  -0.388740  -5.454070
C  -10.195945  -5.436538  6.100231
N  -9.944452  -4.530096  4.949626
O  -9.104222  -3.655246  5.097548
O  -10.598419  -4.728218  3.938975
H  -9.547752  -5.144866  6.924963
H  -11.244306  -5.332050  6.377670
H  -9.972010  -6.451563  5.773759
C  11.327325  1.679742  -1.710661
N  10.448336  2.278044  -0.672213
O  10.203938  1.600925  0.315218
O  10.033544  3.406512  -0.883869
H  11.618458  0.680598  -1.390786
H  10.757783  1.637275  -2.638571
H  12.201097  2.322672  -1.811458
C  -0.032850  6.788865  7.084043
N  -1.061242  5.949440  7.752457
O  -1.309299  4.863321  7.252364
O  -1.582751  6.410478  8.755660
H  0.342449  6.256017  6.211776
H  -0.511362  7.722324  6.789693
H  0.766802  6.963296  7.803207
C  -1.958588  2.507199  -9.894513
N  -1.130338  1.287849  -9.703947
O  -0.446108  0.921248  -10.645065
O  -1.197486  0.741762  -8.613280
H  -1.800632  2.884322  -10.903546
H  -3.000217  2.223409  -9.746868
H  -1.639466  3.240096  -9.154133

Atoms 1-6, force components in eV/Å:
1.017 0.515 0.533
0.349 0.001 -0.081
0.818 0.076 -0.155
0.277 0.433 -1.127
0.339 -0.317 1.835
-0.237 2.040 -1.021

As for the highest occupied orbital energy: -5.059 eV. The value obtained for the LUMO energy is 0.94 eV. As for the charge: -1. For the total energy, the calculation gives -5400.93752 a.u. The HOMO-LUMO gap comes out at 6.00 eV.


(2)
Molecular formula: C27H69N3O18
Method: DFT, ωB97M-V/def2-TZVPD

Atoms and positions in Å:
C  -1.434482  0.682425  1.711917
N  -1.583629  2.136807  1.991336
O  -0.678662  2.677003  2.525184
O  -2.690418  2.608404  1.774190
H  -1.625364  0.613510  0.640983
H  -2.226200  0.266625  2.335133
H  -0.475456  0.263300  2.016380
C  0.482530  2.898406  -3.473639
N  0.289281  4.294139  -3.998160
O  -0.748193  4.696403  -4.566218
O  1.337087  4.922946  -3.991213
H  1.320949  2.702609  -2.805199
H  0.568023  2.178285  -4.287400
H  -0.467580  2.687879  -2.982644
C  -6.964986  -0.872262  -4.937505
N  -5.876501  -1.859625  -4.637910
O  -6.052506  -2.727168  -3.761137
O  -4.841792  -1.719624  -5.311997
H  -6.772524  0.121294  -4.532646
H  -7.827516  -1.189152  -4.351224
H  -7.169533  -0.875557  -6.008136
C  -2.451938  1.006352  -6.292255
O  -3.728200  1.764131  -6.139417
C  -3.862890  2.685960  -5.069014
C  -3.543118  2.002197  -3.700252
O  -3.725769  2.894188  -2.569982
C  -3.003745  2.601737  -1.377978
H  -2.558482  0.305016  -7.119818
H  -2.241959  0.323452  -5.469055
H  -1.600041  1.617968  -6.589396
H  -4.762004  3.302136  -5.067408
H  -3.197900  3.502596  -5.350106
H  -2.569284  1.516124  -3.759152
H  -4.194708  1.130618  -3.638030
H  -3.266892  3.299782  -0.583255
H  -1.921488  2.648995  -1.498822
H  -3.397025  1.639012  -1.051486
C  4.572933  -6.253660  -1.376158
O  3.619128  -5.285812  -1.439658
C  3.420447  -4.511678  -0.307639
C  2.342959  -3.338739  -0.561267
O  2.766935  -2.132652  -1.253254
C  3.565029  -2.415345  -2.354934
H  4.753934  -6.730166  -0.412691
H  5.537452  -5.793226  -1.590155
H  4.490120  -7.036802  -2.129764
H  4.362769  -4.001140  -0.108930
H  3.151001  -5.120616  0.555309
H  1.817034  -3.110398  0.365751
H  1.536411  -3.771347  -1.153237
H  3.794549  -1.496790  -2.895016
H  3.098304  -3.100856  -3.062284
H  4.589051  -2.761331  -2.214314
C  3.452096  -3.783183  3.351316
O  2.676836  -2.713983  2.945762
C  3.460060  -1.536928  2.804206
C  2.623735  -0.354010  2.315836
O  1.526478  0.027897  3.160083
C  1.734501  1.240922  3.956187
H  2.939106  -4.722428  3.558104
H  3.890431  -3.499281  4.308055
H  4.175989  -4.094110  2.598052
H  4.262348  -1.531939  2.066357
H  3.888335  -1.365441  3.791761
H  2.077039  -0.673229  1.428532
H  3.219406  0.525911  2.072900
H  0.763560  1.583449  4.314019
H  2.018534  2.084710  3.327347
H  2.371167  1.129998  4.833937
C  3.953592  3.955482  1.482710
O  4.024518  3.689400  2.862885
C  3.742955  4.845822  3.536691
C  3.839557  4.455738  5.054530
O  5.062076  3.974237  5.421148
C  5.322430  4.170294  6.844228
H  4.407785  4.921480  1.262142
H  2.893265  4.021374  1.238848
H  4.468936  3.244446  0.837001
H  2.705158  5.105086  3.327306
H  4.503684  5.568016  3.240327
H  3.144838  3.628827  5.201733
H  3.452225  5.277297  5.657123
H  6.359877  3.840674  6.900392
H  4.661249  3.592046  7.489663
H  5.197421  5.218227  7.116824
C  1.058145  2.040248  -0.057619
O  0.138713  1.320138  -0.932860
C  0.365350  -0.091174  -1.172282
C  -0.545677  -0.733144  -2.302330
O  -1.928767  -0.740243  -1.922114
C  -2.893318  -1.541327  -2.554924
H  1.925562  2.068948  -0.717067
H  1.351442  1.480692  0.830618
H  0.754910  3.057555  0.189869
H  0.244602  -0.731192  -0.298271
H  1.416258  -0.216317  -1.433091
H  -0.242914  -1.773045  -2.424986
H  -0.285765  -0.249472  -3.243938
H  -3.792385  -1.679671  -1.954402
H  -2.492171  -2.530905  -2.773845
H  -3.063806  -1.142019  -3.554720
C  -1.157991  -3.545327  2.543153
O  -2.141404  -3.688397  1.488968
C  -3.047858  -2.631135  1.292344
C  -4.109757  -2.421972  2.379221
O  -5.105651  -1.468658  2.135136
C  -6.256751  -1.457010  2.955718
H  -0.620844  -4.490961  2.616381
H  -1.629350  -3.277970  3.488899
H  -0.429614  -2.750054  2.384689
H  -3.524743  -2.732610  0.317468
H  -2.519361  -1.706396  1.060706
H  -3.712890  -2.313456  3.388580
H  -4.591983  -3.399438  2.368743
H  -7.097358  -1.082772  2.371403
H  -6.292136  -0.820015  3.839511
H  -6.546814  -2.466054  3.248603

Atoms 1-6, force components in eV/Å:
-0.656 -0.072 -0.170
-1.082 -1.674 0.238
1.485 1.696 0.662
0.216 0.382 -0.488
-0.094 -0.524 0.186
-0.073 -0.330 -0.420

As for the highest occupied orbital energy (alpha / beta): -11.151 / -11.151 eV. The value obtained for the LUMO energy (alpha / beta) is -2.56 / -8.52 eV. As for the charge: +1. For the total energy, the calculation gives -2587.68908 a.u. As for the spin multiplicity: 2. The HOMO-LUMO gap (alpha / beta) comes out at 8.59 / 2.63 eV.


(3)
Molecular formula: C27H69N7O7P4S
Method: DFT, ωB97M-V/def2-TZVPD

Atoms and positions in Å:
C  -2.107332  5.549920  -1.175210
C  -2.681934  4.424929  -0.303232
C  -1.578182  3.610458  0.412675
C  -1.319147  2.285821  -0.310931
C  -0.528519  1.245235  0.477529
O  0.833775  1.664250  0.614996
C  1.748153  0.654576  0.262412
C  3.127084  1.078481  0.742598
O  4.043105  0.245242  0.060969
C  5.324556  0.805551  -0.158294
P  5.742604  1.007492  -1.922376
O  5.226595  -0.252275  -2.749967
O  4.932853  2.223727  -2.576629
S  7.658499  1.226363  -2.025046
N  3.232028  0.929740  2.200247
C  3.930398  -0.278225  2.642664
C  3.642856  2.075143  2.895747
C  3.108075  3.418251  2.438410
O  4.363562  1.991819  3.877631
P  -1.354218  0.814360  2.110867
C  -0.054230  0.299128  3.308612
C  0.499992  1.490970  4.099812
C  -2.247448  -0.751626  1.703363
C  -1.346047  -1.926274  1.298442
H  -2.750315  5.760727  -2.030297
H  -1.158886  5.212580  -1.602226
H  -1.926251  6.465554  -0.614448
H  -3.386891  4.810377  0.432431
H  -3.218494  3.747264  -0.971224
H  -1.920288  3.385770  1.421294
H  -0.649863  4.185201  0.416243
H  -0.800799  2.458441  -1.258785
H  -2.281765  1.813599  -0.537556
H  -0.538156  0.335483  -0.136644
H  1.490446  -0.270425  0.796216
H  1.748566  0.433610  -0.810128
H  3.302126  2.110872  0.436793
H  6.081569  0.111196  0.213224
H  5.478777  1.756323  0.361694
H  5.794505  -1.013264  -2.576938
H  4.956848  2.977283  -1.973908
H  3.680866  -0.441571  3.688533
H  3.557754  -1.136817  2.089811
H  5.013770  -0.195493  2.559420
H  2.981543  4.025924  3.331308
H  3.815335  3.923897  1.780065
H  2.137406  3.335337  1.951517
H  -0.534092  -0.417227  3.980069
H  0.758998  -0.233629  2.810773
H  -0.086911  1.649571  5.005006
H  1.510610  1.259886  4.440503
H  0.516071  2.406178  3.511174
H  -2.754758  -1.012183  2.633385
H  -2.956812  -0.531719  0.906328
H  -0.562988  -2.105809  2.036986
H  -1.926061  -2.848566  1.220744
H  -0.861059  -1.763707  0.334468
C  -8.275264  2.139713  4.956597
N  -7.444015  1.281999  4.132139
C  -8.097289  0.900337  2.882615
P  -6.280635  0.199201  4.705509
O  -5.444276  -0.164213  3.545546
N  -5.199765  0.967379  5.770236
C  -5.525152  2.149122  6.542862
C  -3.801413  0.979533  5.354650
N  -7.151813  -0.589434  5.927426
C  -6.336262  -1.462577  6.798129
C  -8.259909  -1.412061  5.393655
H  -9.048940  1.602511  5.522553
H  -8.782433  2.856736  4.308697
H  -7.692394  2.726589  5.653770
H  -8.868888  0.130986  3.011796
H  -7.361080  0.522743  2.175650
H  -8.569235  1.774418  2.431505
H  -5.579216  3.054895  5.925536
H  -4.754801  2.309423  7.301017
H  -6.461875  2.020945  7.084342
H  -3.590786  1.752262  4.606522
H  -3.514538  0.019769  4.933880
H  -3.165096  1.156335  6.226049
H  -5.821193  -2.251011  6.239421
H  -6.992942  -1.932114  7.530706
H  -5.597452  -0.879015  7.338092
H  -7.921524  -2.165106  4.674567
H  -9.006626  -0.782686  4.912588
H  -8.756891  -1.923223  6.216938
C  4.659504  -1.496192  -5.806319
N  5.442964  -2.553628  -6.418637
C  6.745035  -2.083421  -6.888387
P  4.817766  -3.895786  -7.231027
O  5.921820  -4.866250  -7.344020
N  3.658895  -4.704008  -6.279535
C  2.888199  -4.063250  -5.234123
C  3.964164  -6.088563  -5.934770
N  3.678574  -3.154847  -8.244464
C  2.775605  -4.092554  -8.944834
C  4.308855  -2.299014  -9.274059
H  4.161579  -0.831551  -6.526430
H  5.317106  -0.874061  -5.200041
H  3.908780  -1.877579  -5.126875
H  6.687741  -1.502521  -7.817184
H  7.408668  -2.928581  -7.060625
H  7.205495  -1.451425  -6.127568
H  3.487714  -3.844302  -4.340579
H  2.069824  -4.721371  -4.931327
H  2.423242  -3.145693  -5.592650
H  4.674504  -6.171564  -5.103400
H  4.379427  -6.619757  -6.785479
H  3.037180  -6.591689  -5.648233
H  3.316567  -4.807571  -9.573302
H  2.102293  -3.516209  -9.579637
H  2.171141  -4.643904  -8.231641
H  5.021550  -2.844272  -9.901184
H  4.824415  -1.459722  -8.810573
H  3.535219  -1.881892  -9.917216

Atoms 1-6, force components in eV/Å:
0.006 -0.358 -0.132
0.541 0.012 -0.262
-0.449 -0.098 -0.488
-0.097 -0.052 0.503
0.347 -0.516 -0.383
-0.020 0.173 0.031

As for the highest occupied orbital energy: -7.848 eV. The value obtained for the LUMO energy is 0.12 eV. As for the charge: 0. For the total energy, the calculation gives -3743.83499 a.u. The HOMO-LUMO gap comes out at 7.97 eV.


Question: The highest charge belongs to which entry?
Answer: C27H69N3O18


Question: Which of these has the lowest charge?
Answer: C27H68BFN18O33PS


Question: Among the records above, which one has the lowest charge?
Answer: C27H68BFN18O33PS


Question: charge of number 1 (C27H68BFN18O33PS)?
Answer: -1